Entry 1:
The following is a quantum chemistry calculation of a 6-piece molecular cluster, C42H100BN8O4 overall at a distorted geometry, from the Open Molecules 2025 dataset.

Element x y z (Å)
O -3.7120 0.5085 -4.7780
O 2.1501 -2.1184 -2.7543
O -2.6977 2.3587 -5.7907
O -1.6807 0.2510 -6.1504
N -1.3069 1.5862 7.9117
N 1.9457 -7.8754 -4.3099
N -3.9729 -0.6250 -2.7792
N -3.1263 -2.4923 -3.3166
N -3.0194 -1.7458 -4.4326
N -8.3306 4.1881 -1.3966
N 4.4756 1.6928 5.1267
N 7.1949 1.4630 -1.3125
C -9.3535 4.7898 -2.2349
C -3.5395 -0.5991 -4.0897
C 9.5370 1.1902 -0.5347
C -10.5044 5.3874 -1.4407
C -3.5574 1.0488 -1.0597
C -3.2370 2.5251 -1.3036
C -0.9450 3.2982 -2.0969
C -8.7941 3.1776 -0.4624
C 3.1168 -9.0783 -6.2464
C -4.5960 0.4942 -2.0612
C -1.3126 0.9329 6.6197
C 1.9498 -0.9039 -2.0214
C 0.8297 -7.3480 -5.0658
C 3.7969 1.9332 6.3877
C 3.5922 0.7461 7.3355
C 3.1490 -8.0526 -5.1080
C -1.7951 2.8658 -0.8914
C 8.1284 1.6700 -0.2200
C 0.9828 -10.2233 -3.9589
C -0.3146 2.6341 8.0799
C -7.1700 2.8161 -3.2208
C 0.7019 -0.1410 -2.4007
C -3.4997 2.8838 7.6417
C 3.5879 -0.5552 4.2768
C 6.6971 -1.0007 -0.8159
C 0.9827 -2.8491 -2.9938
C -7.1113 3.8765 -2.1120
C 5.9392 2.1649 -1.1343
C -3.6978 -1.8440 -2.3231
C -0.3421 3.8184 7.1042
C -0.3512 2.0669 -2.7760
C 5.0462 1.7491 0.0406
C 0.0466 0.3693 6.2375
C 5.8584 1.2822 5.2833
C -0.3188 -6.8829 -4.1832
C 7.0958 0.1015 -1.8077
C 0.7440 1.3400 -1.9945
C 1.6299 -8.9542 -3.3886
C -9.5220 1.9496 -1.0274
C -2.6370 1.8805 8.4168
C 6.6383 1.3177 3.9790
C 3.7116 0.9676 4.1285
B -2.6335 1.0252 -5.5701
H -0.3824 3.0109 9.1028
H -4.5304 2.8301 7.9981
H 0.7826 1.1578 6.0734
H 1.1866 -6.4862 -5.6363
H 2.8616 -0.8349 5.0390
H -0.0332 -0.1992 5.3085
H -11.1815 5.9121 -2.1147
H 8.0602 -0.1694 -2.2439
H 3.9893 -8.9385 -6.8870
H -1.1701 1.3444 -2.8705
H 4.3607 2.7033 6.9232
H 4.5412 -1.0248 4.5212
H 9.5884 0.1060 -0.6419
H 4.5050 0.1685 7.4832
H -1.7607 3.6179 -0.1136
H 0.4389 -8.0675 -5.8021
H 0.4231 -0.3007 7.0113
H 2.8249 2.3898 6.1742
H -3.9213 0.9462 -0.0411
H -3.5149 2.6737 6.5715
H 2.8105 0.0754 6.9846
H 6.2767 0.5719 3.2681
H 7.7924 1.1927 0.7147
H -0.4675 3.4976 6.0687
H 6.5743 2.3022 3.5123
H 3.2447 -0.9882 3.3338
H -3.9161 3.1677 -0.7517
H 5.3642 2.0918 -2.0630
H -11.0888 4.6249 -0.9244
H 5.6278 -0.9983 -0.6066
H 0.5514 -10.8105 -3.1459
H -1.1329 -0.2488 -5.5367
H 1.2608 -3.8689 -3.2368
H 5.9513 0.2772 5.7237
H 8.1757 2.7435 -0.0190
H -10.2618 2.2190 -1.7814
H -0.8004 -7.7100 -3.6605
H -1.9170 2.8214 -5.4749
H 7.6905 1.1023 4.1683
H -1.1329 4.5278 7.3421
H 0.3480 -2.9175 -2.1077
H -1.6588 1.5991 5.8117
H 0.6027 4.3627 7.1636
H -3.9043 -2.2105 -1.3393
H -6.7424 4.8069 -2.5545
H 2.7098 1.4041 4.0789
H -1.6235 3.7458 -2.8215
H -7.9996 2.9776 -3.9074
H 6.3374 1.9711 5.9833
H -1.0827 -6.4000 -4.7978
H 4.2635 2.4977 0.1904
H -0.1926 -0.5457 -1.9360
H -8.8328 1.2278 -1.4664
H 0.1775 -9.9985 -4.6598
H -9.4587 3.6627 0.2555
H -1.3734 1.9585 -0.4669
H -9.7620 4.0800 -2.9711
H -2.0246 0.1041 6.6627
H 3.2804 1.1124 8.3162
H 7.2329 -0.9173 0.1307
H -7.2490 1.8069 -2.8144
H 3.9757 -8.2939 -4.4354
H 4.5451 0.7983 -0.1434
H 0.0464 2.2704 -3.7686
H 0.5901 -0.1434 -3.4829
H 0.4200 -2.4803 -3.8520
H 5.6023 1.6731 0.9754
H 6.4014 0.0915 -2.6521
H 4.1511 1.1773 3.1487
H 3.1556 -10.1016 -5.8770
H -7.9412 2.8452 0.1366
H -6.2499 2.8556 -3.8133
H 0.0297 -6.1603 -3.4411
H -2.8345 -3.4552 -3.2402
H 3.4036 -7.0773 -5.5350
H -3.1823 0.9329 8.4711
H -10.0511 1.4357 -0.2228
H 10.2093 1.4672 0.2779
H 1.7218 1.7595 -2.2071
H -6.3474 3.5859 -1.3816
H 0.9680 -8.5553 -2.6147
H -5.4986 0.1717 -1.5613
H 2.2326 -8.9699 -6.8754
H 1.8977 -1.1959 -0.9706
H -3.1665 3.9098 7.7887
H -4.8184 1.2922 -2.7475
H 2.5420 -9.2265 -2.8535
H 6.1693 3.2295 -1.0260
H -0.2101 4.0511 -1.8374
H 1.7064 -10.8614 -4.4620
H 2.8309 -0.3010 -2.1871
H 6.9360 -1.9779 -1.2398
H 9.9089 1.6470 -1.4524
H -3.3751 2.7824 -2.3514
H 0.5945 1.4361 -0.9230
H -2.6351 0.4797 -1.1357
H -2.5463 2.2171 9.4525
H -10.1395 6.1027 -0.7032
H -8.8862 5.5948 -2.8076
H 0.6758 2.1731 8.0234

Output
**Total charge**: +1

Entry 2:
The following is a quantum chemistry calculation of a 13-piece molecular cluster, C42H100N10O16 overall at a distorted geometry, from the Open Molecules 2025 dataset.

Element x y z (Å)
O -4.3203 3.2146 3.4644
O 1.6493 2.8524 3.3408
O -1.4984 -1.2028 -5.0506
O 1.5067 -1.7888 5.2115
O -3.0704 1.0207 5.2139
O -3.3987 -2.3646 -0.9247
O 3.0740 -3.8750 -7.0807
O 6.7204 -1.9661 3.3857
O 0.1886 -0.8714 -0.5900
O 3.1479 -4.8235 -2.5284
O 5.7588 0.8011 4.2147
O -1.4804 4.0506 -3.3747
O 2.7379 3.1735 -2.5235
O -6.0284 -1.2142 3.1838
O -1.0485 5.8003 -1.4293
O -4.7861 2.5340 -1.2609
N 2.7144 1.8377 -0.7733
N 3.1504 -5.5156 -5.4425
N -1.4561 -1.0291 0.9338
N 0.4052 -2.1095 -5.9701
N -3.0781 -2.6451 -3.1131
N 3.5080 -2.1949 4.2610
N 1.7498 -3.2896 -1.5467
N -2.9208 3.6275 -0.7144
N -0.1579 2.2180 4.5128
N -5.2147 -1.8745 1.2295
C -0.5582 5.0928 -3.6334
C -0.4578 3.8891 2.8892
C 2.8342 2.0351 -2.0826
C -1.3154 6.9457 -0.5926
C 4.1422 -2.8343 -1.6427
C -1.6590 -2.6759 -7.0784
C 2.7390 -1.7205 5.2509
C -5.4523 -2.0595 2.4986
C -4.1024 3.5229 -1.3498
C -4.5495 4.7642 -2.1633
C 2.9262 -2.5716 3.0174
C -1.3766 2.9289 -4.2415
C -0.9412 -1.8473 -5.8970
C -4.0585 2.0145 5.5142
C 4.6470 -3.6996 -5.4086
C 3.5286 -4.3759 -6.0538
C 2.9747 -3.7622 -1.9506
C 5.9355 0.2617 2.9064
C 0.4738 0.2453 1.5552
C -5.0105 -3.3767 3.0805
C 0.5668 1.2326 5.2726
C -0.8715 6.2578 -2.7367
C 3.0464 0.8308 -2.9112
C 0.4653 2.9585 3.5691
C -5.5926 -0.6397 0.6475
C 0.4797 -4.0272 -1.9104
C -3.5087 -3.9948 -3.1285
C -4.9965 2.2738 4.2780
C -5.0594 3.5236 2.2304
C 7.1719 -0.6535 2.9415
C 2.4300 2.8765 0.1368
C -2.7372 -0.4776 -2.3208
C 1.9453 -6.2122 -5.9406
C 1.3616 -1.7002 -4.8840
C -3.4725 -0.3299 5.4694
C 4.7814 1.7875 4.1675
C -0.2982 -0.5447 0.5020
C -3.0968 -1.8964 -2.0414
C 7.5717 -2.9653 2.8159
C 3.4212 -1.0086 6.4504
C -2.0328 -0.7710 2.1934
C -2.3192 2.5828 0.1442
H -1.4326 -1.2724 3.0108
H -4.9671 1.2950 3.8422
H 1.4984 -6.8028 -5.1409
H 5.0482 -0.3315 2.6825
H -5.4475 -4.3160 2.6487
H -1.7057 6.8385 -3.1281
H -1.9490 -1.5572 0.2379
H 1.7241 2.6155 0.8399
H 0.3605 -5.0092 -1.4616
H 2.7324 0.8759 -0.4464
H 4.3215 -3.2947 -4.4239
H 2.1749 -6.8867 -6.7825
H -3.6034 2.9473 5.7557
H -3.0244 1.7201 0.2420
H 2.1051 3.8140 -0.3945
H -4.9888 2.6276 1.5566
H -6.0151 2.6266 4.5100
H 3.3400 -5.6259 -4.4390
H 5.0676 -2.9108 -6.0312
H 1.4974 0.4054 1.1671
H -2.7557 -0.2486 -3.4100
H -3.8988 4.8250 -3.0834
H -3.3396 0.2963 -1.8324
H -6.0763 3.6737 2.5546
H 1.1851 -5.4801 -6.1822
H 7.7236 -2.9345 1.7419
H 7.8253 -0.2051 3.6878
H -2.6375 -4.6951 -3.1919
H 3.2340 3.2942 0.8077
H -1.4896 3.9741 3.2876
H -3.7538 -0.4122 6.5313
H 0.0445 1.2181 1.6522
H 8.5584 -2.8860 3.3466
H -4.6788 -2.4660 0.6620
H -2.1184 2.9018 1.1865
H 1.9493 -0.8145 -5.1908
H -1.3554 6.6042 0.4138
H -4.2883 -0.6209 4.7373
H 3.3036 0.0918 6.3561
H 2.3090 -0.0018 -2.7274
H -0.3321 2.5732 -4.0960
H 3.9728 -2.3320 -0.7064
H -2.5548 -0.8179 5.2702
H -2.2373 7.4779 -0.9199
H -2.1527 2.1910 -3.9440
H 0.4480 -4.0728 -3.0185
H -4.6077 4.4306 1.8589
H 0.6912 -2.9282 -6.5478
H 4.2873 -2.0472 -2.3995
H -5.5206 4.6753 -2.5481
H 4.5261 -1.1604 6.4558
H 7.0171 -3.9065 3.1717
H -1.7401 -0.4246 -1.9943
H -0.2849 3.8383 1.8230
H -3.0009 -1.1937 2.2208
H 5.3887 -4.4412 -5.0999
H -0.4337 7.7568 -0.5991
H -2.7535 -2.2716 -3.9959
H -5.1373 0.1193 1.2915
H -0.5889 5.3639 -4.6894
H -0.0076 4.8308 3.1003
H 0.8904 -1.4961 -3.9573
H 4.8044 2.1851 5.1721
H -4.1955 -4.2213 -3.9607
H -2.7342 -2.7112 -7.1035
H -5.1755 -3.3793 4.1689
H 7.5523 -0.8202 1.9584
H 1.5476 -2.4520 -1.0756
H -4.6535 1.6131 6.2855
H -3.9546 -3.4770 2.9755
H 5.0358 -3.4730 -1.5855
H 2.7896 1.1387 -3.9322
H 0.4710 4.7602 -3.3095
H -0.0003 0.3038 5.4049
H -4.0270 -4.1533 -2.2147
H 2.1833 -3.2745 3.1746
H 1.5623 1.0226 4.8549
H -1.5385 3.2248 -5.2317
H -6.6481 -0.4695 0.7309
H -4.3678 5.6864 -1.5808
H -0.2723 -3.2903 -1.5913
H 0.8680 1.5429 6.3025
H -1.2561 -3.7353 -7.0715
H 3.0004 -1.3193 7.4206
H -2.2560 4.2753 -1.1625
H -1.2525 -2.2821 -7.9736
H 6.0874 1.1295 2.1630
H -2.0679 0.2836 2.4212
H -5.3797 -0.5456 -0.4251
H 2.1033 -2.4694 -4.7439
H 3.9090 1.3433 3.8673
H 2.4128 -1.7385 2.4701
H 0.0014 6.9369 -2.7983
H 4.0674 0.4945 -2.9613
H 0.5997 -0.3083 2.4699
H 3.7053 -2.9014 2.3465
H -1.1753 2.0841 4.4603
H -1.3931 2.2494 -0.2406
H 4.5030 -2.1007 4.4221
H 4.9691 2.5653 3.4319

| no. | M (g mol⁻¹) | Kohn-Sham gap (eV) | DFT total energy (Eh) |
| --- | --- | --- | --- |
| 1 | 792.13 | 6.1 | -2423.91626 |
| 2 | 1001.32 | 9.4 | -3411.68467 |